Molecular formula: C28H28N4O2
Method: DFT, ωB97M-V with the def2-TZVPD basis set

Structure (XYZ):
```
62
Properties=species:S:1:pos:R:3:forces:R:3
O 3.003 0.793 3.734 -0.63 0.27 -0.35
O -0.762 -3.008 -3.832 -0.25 1.58 2.72
N 1.626 2.062 2.330 0.38 -0.90 -1.54
N -2.937 2.535 8.250 1.18 -1.03 -3.26
N -2.027 -2.417 -1.975 0.43 -0.04 -0.70
N -0.539 -1.135 -0.792 -0.51 -0.06 0.16
C -0.277 0.423 1.123 0.40 0.26 1.13
C -2.264 -2.611 0.422 0.22 0.11 0.13
C 3.856 3.665 1.763 0.42 -1.23 1.10
C -2.499 1.332 4.838 -0.07 -0.03 -0.58
C -1.861 1.899 5.935 0.49 0.28 0.09
C 1.547 2.984 1.341 2.17 1.20 0.66
C 3.025 -2.074 -5.195 -0.22 0.19 0.12
C 1.321 -0.767 -4.086 0.10 0.12 0.01
C -1.808 1.088 3.637 0.31 0.36 1.21
C -2.998 -0.545 -0.770 0.00 0.12 -0.07
C 0.226 1.820 4.685 -0.11 0.74 1.64
C 2.887 1.744 2.963 0.70 0.07 -0.24
C -0.902 -2.405 -2.737 0.07 -1.28 -2.05
C 0.141 -1.555 -2.014 -0.15 -0.60 0.21
C -0.487 2.146 5.844 0.06 0.03 0.01
C 0.155 -0.257 0.032 -0.08 -0.25 0.57
C -1.960 -1.654 -0.725 0.59 0.15 -0.56
C -3.217 -3.135 -2.397 -0.41 -0.15 0.13
C 0.582 0.974 2.357 -1.10 0.04 0.52
C 0.603 -0.360 -2.826 0.09 0.21 -0.43
C -0.434 1.410 3.544 1.08 -2.37 -1.08
C 2.516 -1.662 -6.436 -0.01 0.07 0.25
C -2.511 2.220 7.194 -1.11 0.86 2.65
C 2.425 -1.623 -4.012 -0.05 0.00 -0.54
C 2.603 3.841 1.109 -0.77 0.36 -0.53
C 4.038 2.590 2.628 -1.06 0.99 -0.56
C 1.444 -0.763 -6.495 0.23 -0.10 0.16
C 0.860 -0.300 -5.317 0.23 -0.44 0.06
H 1.056 -0.424 -7.453 0.14 -0.12 0.15
H -2.380 0.538 2.906 0.18 0.27 -0.34
H 3.882 -2.752 -5.137 -0.34 0.23 -0.11
H -1.762 -3.570 0.267 0.16 0.24 0.20
H -3.466 -3.949 -1.704 0.14 0.16 -0.10
H 4.979 2.312 3.137 -0.71 0.37 -0.48
H -4.089 -2.470 -2.449 0.24 -0.05 0.00
H 4.702 4.344 1.585 -0.54 -0.31 -0.11
H 1.215 -0.202 -0.280 -0.65 0.03 0.46
H -0.282 0.247 -3.078 0.29 -0.07 0.13
H -3.342 -2.807 0.429 0.20 0.06 0.16
H 1.268 0.247 -2.198 -0.18 -0.01 -0.20
H -2.834 0.148 0.055 -0.19 0.08 -0.13
H 2.787 -1.955 -3.031 -0.05 0.10 -0.48
H -2.947 -0.020 -1.732 0.05 0.04 0.29
H -3.548 1.066 4.905 0.10 0.02 -0.01
H 1.316 1.824 4.806 -0.57 0.22 -0.58
H 0.014 0.388 -5.328 0.20 -0.19 -0.14
H 0.993 -2.221 -1.772 -0.25 0.27 -0.14
H -1.969 -2.149 1.365 -0.05 -0.22 0.08
H 0.023 2.581 6.708 -0.07 -0.34 -0.29
H 2.961 -2.046 -7.356 -0.12 0.16 0.27
H -1.327 0.299 1.456 0.95 0.16 -0.64
H -3.065 -3.575 -3.390 0.26 0.27 0.32
H 1.323 0.218 2.658 -1.31 -0.69 0.57
H 2.453 4.673 0.403 0.18 -0.63 0.33
H -3.986 -1.005 -0.672 0.08 0.29 0.01
H 0.649 3.002 0.778 -0.76 0.13 -0.28
```
Forces are in eV/Å.

The value obtained for the HOMO energy is -0.3117 Ha. For the total energy, the calculation gives -39544.0905 eV. Its orbital gap is 0.31691 Ha. The LUMO energy is 0.1 eV.

From a Löwdin analysis of the wavefunction, the atomic charges in e read:
1. O 0.01
2. O 0.05
3. N 0.01
4. N 0.14
5. N -0.04
6. N 0.00
7. C -0.02
8. C 0.00
9. C -0.07
10. C -0.03
11. C -0.24
12. C -0.06
13. C -0.07
14. C -0.24
15. C -0.02
16. C 0.00
17. C -0.02
18. C -0.42
19. C -0.35
20. C -0.20
21. C -0.01
22. C -0.09
23. C -0.46
24. C -0.01
25. C -0.13
26. C -0.10
27. C -0.10
28. C -0.09
29. C -0.16
30. C -0.04
31. C -0.08
32. C 0.01
33. C -0.08
34. C -0.04
35. H 0.10
36. H 0.09
37. H 0.10
38. H 0.10
39. H 0.09
40. H 0.12
41. H 0.09
42. H 0.11
43. H 0.13
44. H 0.13
45. H 0.08
46. H 0.11
47. H 0.07
48. H 0.11
49. H 0.10
50. H 0.12
51. H 0.11
52. H 0.11
53. H 0.16
54. H 0.08
55. H 0.13
56. H 0.10
57. H 0.05
58. H 0.10
59. H 0.13
60. H 0.10
61. H 0.08
62. H 0.12